Molecular formula: C53H37I2O15P3
Method: DFT, ωB97M-V/def2-TZVPD

Structure (ORCA input):
```
! RIJCOSX wB97M-V def2-TZVPD def2/J DEFGRID3
* xyz 0 1
C -3.966 -0.172 -0.269
C -4.059 -0.708 -1.700
I -4.545 -2.815 -1.662
C -5.173 -0.033 -2.520
C -5.064 1.446 -2.422
C -6.026 2.294 -2.066
P -7.670 1.660 -1.630
P -8.590 3.120 -0.293
O -7.870 4.371 -0.140
O -10.089 3.317 -0.859
O -8.817 2.443 1.124
C -5.693 3.742 -2.099
O -6.468 4.605 -2.434
C -4.286 4.098 -1.778
P -3.855 5.639 -0.946
O -3.048 5.452 0.243
O -5.200 6.395 -0.610
O -3.079 6.495 -2.060
C -3.320 3.268 -2.149
C -1.863 3.501 -1.988
C -1.248 4.320 -3.137
O -0.162 4.822 -3.068
I -2.363 4.599 -5.009
C -3.723 1.989 -2.793
O -2.992 1.393 -3.549
H -3.900 -0.993 0.418
H -4.842 0.399 0.011
H -3.087 0.451 -0.169
H -3.132 -0.630 -2.237
H -6.119 -0.411 -2.180
H -4.990 -0.298 -3.552
H -8.431 1.805 -2.808
H -10.120 2.967 -1.753
H -9.522 1.787 1.074
H -5.574 6.852 -1.370
H -3.625 6.533 -2.856
H -1.321 2.567 -2.017
H -1.633 4.032 -1.077
O -2.086 -5.667 -3.322
C -1.622 -5.954 -4.404
C -1.177 -7.343 -4.709
C -1.320 -8.328 -3.741
C -0.943 -9.630 -4.021
C -0.423 -9.954 -5.270
C -0.266 -8.973 -6.233
C -0.637 -7.664 -5.956
C -0.445 -6.618 -7.000
O 0.072 -6.887 -8.063
C -0.909 -5.233 -6.702
C -0.771 -4.248 -7.671
C -1.222 -2.964 -7.418
C -1.814 -2.658 -6.196
C -1.943 -3.633 -5.223
C -1.487 -4.922 -5.470
H -1.728 -8.072 -2.774
H -1.057 -10.397 -3.267
H -0.139 -10.975 -5.489
H 0.143 -9.219 -7.203
H -0.315 -4.491 -8.619
H -1.116 -2.198 -8.175
H -2.172 -1.655 -6.005
H -2.399 -3.400 -4.270
O 5.659 3.658 2.572
C 4.905 3.237 1.718
C 3.908 4.128 1.066
C 3.858 5.470 1.421
C 2.958 6.317 0.797
C 2.104 5.828 -0.187
C 2.141 4.489 -0.534
C 3.035 3.634 0.093
C 3.041 2.192 -0.280
O 2.243 1.753 -1.083
C 4.051 1.304 0.361
C 4.095 -0.038 0.010
C 5.042 -0.871 0.582
C 5.949 -0.366 1.507
C 5.904 0.969 1.867
C 4.953 1.808 1.300
H 4.528 5.847 2.181
H 2.922 7.362 1.073
H 1.409 6.493 -0.682
H 1.478 4.109 -1.296
H 3.389 -0.426 -0.710
H 5.075 -1.916 0.307
H 6.690 -1.018 1.949
H 6.604 1.364 2.590
O 4.943 0.311 10.133
C 4.885 -0.103 8.995
C 5.010 -1.559 8.704
C 5.172 -2.449 9.757
C 5.256 -3.808 9.507
C 5.178 -4.284 8.203
C 5.031 -3.401 7.148
C 4.952 -2.036 7.392
C 4.811 -1.098 6.243
O 4.815 -1.509 5.101
C 4.663 0.354 6.535
C 4.495 1.242 5.482
C 4.332 2.593 5.736
C 4.335 3.063 7.045
C 4.512 2.183 8.099
C 4.681 0.828 7.850
H 5.227 -2.074 10.769
H 5.379 -4.499 10.330
H 5.234 -5.348 8.011
H 4.975 -3.766 6.132
H 4.490 0.873 4.466
H 4.203 3.281 4.911
H 4.202 4.119 7.240
H 4.518 2.545 9.117
*
```

Properties
F_max ... 2.12 eV/A
Gap between HOMO and LUMO ... 7.64 eV
LUMO ... -2.04 eV
Electronic energy ... -4790.162476 Ha